1.
ORCA calculation (ωB97M-V/def2-TZVPD) on C22H24ClN3O12P2PbS as an isolated structure.

The geometry in XYZ format:
```
66
Properties=species:S:1:pos:R:3
O -3.96220 2.17069 -2.05751
C 3.69530 5.49259 3.12569
H 0.00646 -1.86716 -4.84446
C 4.65355 4.86292 2.33536
C -0.64711 -3.51828 -3.64335
C 2.22463 2.27764 -3.07937
O -3.82303 -2.23121 -1.85754
O -1.90214 1.43794 -0.85230
S 0.76460 2.83480 2.16681
N 3.41139 2.73182 1.94171
Pb -0.26433 -0.03806 0.19254
H 2.74439 1.68310 -5.08266
O 5.67108 2.74602 2.18999
H 1.57841 2.60067 -1.07121
O -2.72542 0.08921 -2.90244
H -4.70229 1.83343 -2.58516
O 3.18853 -2.15021 3.10177
C 1.61849 0.17401 -4.05069
C 1.23727 6.41659 0.35890
C 4.63210 3.36530 2.12079
C 2.45485 7.21962 -0.09533
H 2.86123 4.92056 3.52091
H 0.32374 6.86688 -0.03900
H 1.16952 6.43784 1.45011
C 1.28507 4.95896 -0.08801
H 6.67622 7.51368 1.72575
O -4.79824 -2.06282 0.47771
H 3.33352 1.79667 2.36390
O 1.33679 -0.71122 3.39210
C 4.88195 7.57615 2.90545
H 2.36586 8.26953 0.19393
P -3.73123 -1.54164 -0.39747
H 1.41871 4.89342 -1.17062
H 3.29156 4.35068 0.17910
H -0.99255 -4.10108 -4.48964
O 2.36503 -0.90417 1.26791
C 5.73200 5.59094 1.84870
O -2.29080 -1.54128 0.06658
C 3.81344 6.84564 3.41092
H 4.97148 8.63278 3.12982
C -0.41302 -3.17732 -1.30956
C -0.08015 -2.27422 -3.84511
C 0.32269 -1.51845 -2.74462
C 0.94591 0.66890 -1.75513
P -3.02853 0.89179 -1.67719
N 2.36500 4.22571 0.55002
O 3.50101 0.19314 3.02749
H 2.56078 7.17691 -1.18432
H -3.36528 -1.62239 -2.49589
H -1.23721 -4.96615 -2.15021
H 0.35787 4.45519 0.16583
H 3.06557 7.33127 4.02717
C 1.58531 1.90003 -1.90373
C 2.21327 3.30736 1.52303
H 3.37315 6.83261 0.35684
C -0.79117 -4.00084 -2.35172
H 6.48528 5.07612 1.26272
H -0.56271 -3.47561 -0.27999
C 2.24380 1.40620 -4.16264
C 5.84081 6.94743 2.12048
H 1.65517 -0.51301 -4.89141
N 0.12381 -1.97009 -1.50074
C 0.97588 -0.18755 -2.86577
Cl 2.58494 -0.90297 2.70649
O -4.06280 0.04571 -0.76153
H 2.71248 3.24632 -3.15463
```

Properties
net charge: -2
gap between HOMO and LUMO: 6.41 eV

2.
ORCA calculation (ωB97M-V/def2-TZVPD) on CHFLi2OTl as an isolated structure at a distorted geometry.

The geometry in XYZ format:
```
7
Properties=species:S:1:pos:R:3
Li 0.66926 -0.85798 1.34933
Tl -2.40103 -1.50608 -0.15949
H 2.02319 0.90708 -2.19945
O 1.38541 1.41413 -0.42018
Li -1.88014 0.79897 2.06631
C 1.08699 1.15994 -1.62163
F -0.88368 -1.91605 0.98511
```

Properties
net charge: 0
gap between HOMO and LUMO (alpha / beta): 4.41 / 3.24 eV
2S+1: 2

Across the entries above, energy above the lowest of the compared OMol25 structures with the same formula, charge and spin takes the values 18.3 132.8 kJ/mol, respectively.